# 1
This record from the Open Molecules 2025 dataset describes one molecule with the formula C6H12O. The level of theory is the ωB97M-V functional and the def2-TZVPD basis.

As for the largest force on an atom: 0.69 eV/Å. As for the SMILES: C[C@@H]1OCC[C@@H]1C. For the gap between HOMO and LUMO, the calculation gives 0.390 hartree. Its multiplicity is 1. The total charge is 0. The calculation puts the energy above the lowest of the compared OMol25 structures with the same formula, charge and spin at 55.4 kJ/mol. The highest occupied orbital energy is -9.5 eV.

Geometry (Å):
C  0.1744  0.8878  -1.7323
C  0.6046  0.3786  -0.3538
C  -0.0346  1.1808  0.7644
C  0.3035  0.3508  1.9908
O  0.3639  -1.0291  1.5214
C  0.3506  -1.0901  0.0817
C  -0.9611  -1.6889  -0.4229
H  0.7631  1.7606  -2.0500
H  0.2920  0.1215  -2.5001
H  -0.8745  1.2116  -1.7270
H  1.6880  0.5283  -0.2366
H  -1.1212  1.2951  0.6340
H  0.4308  2.1642  0.7122
H  -0.4292  0.4964  2.8053
H  1.2902  0.6059  2.3973
H  1.1947  -1.7091  -0.2704
H  -1.7910  -1.0543  -0.0992
H  -0.9607  -1.7381  -1.5189
H  -1.1576  -2.7020  -0.0491

Atoms 1-6, force components in eV/Å:
C -0.1 -0.2 -0.1
C 0.0 -0.1 -0.1
C 0.1 0.1 -0.1
C 0.1 -0.1 -0.1
O -0.2 0.5 0.1
C -0.1 0.3 -0.3

=====

# 2
This record from the Open Molecules 2025 dataset describes one molecule with the formula C3H5NO3. The level of theory is the ωB97M-V functional and the def2-TZVPD basis.

As for the largest force on an atom: 0.66 eV/Å. As for the SMILES: O=C1CO[C@H]([O-])[NH2+]1. For the gap between HOMO and LUMO, the calculation gives 0.384 hartree. Its multiplicity is 1. The total charge is 0. The calculation puts the energy above the lowest of the compared OMol25 structures with the same formula, charge and spin at 282.4 kJ/mol. The highest occupied orbital energy is -9.9 eV.

Geometry (Å):
N  -0.4580  1.0628  0.2448
C  0.8204  0.0365  0.4692
O  1.7463  0.3312  1.1522
C  0.1505  -1.2868  0.1307
O  -0.8806  -0.9162  -0.7670
C  -0.4658  0.3893  -1.1648
O  0.8088  0.4808  -1.4084
H  -0.0882  2.0123  0.2153
H  -1.2628  0.9670  0.8693
H  0.8855  -1.9638  -0.3140
H  -0.2826  -1.7352  1.0300
H  -1.2067  0.7973  -1.8593

Atoms 1-6, force components in eV/Å:
N 0.1 0.2 0.1
C 0.4 0.0 0.5
O -0.5 -0.1 -0.4
C 0.1 -0.1 0.2
O 0.0 -0.1 -0.1
C -0.2 0.3 -0.1

=====

# 3
This record from the Open Molecules 2025 dataset describes C3H5NO4 as an isolated structure. The level of theory is the ωB97M-V functional and the def2-TZVPD basis.

As for the largest force on an atom: 4.82 eV/Å. For the gap between HOMO and LUMO, the calculation gives 0.362 hartree. Its multiplicity is 1. The total charge is 0. The calculation puts the energy above the lowest of the compared OMol25 structures with the same formula, charge and spin at 421.6 kJ/mol. The highest occupied orbital energy is -9.8 eV.

Geometry (Å):
C  -1.8967  0.5259  -0.2860
C  0.2464  -1.5789  0.7563
C  0.2426  -0.3979  -0.8131
N  2.0764  0.7800  0.4596
O  0.6869  0.6026  0.3247
O  -0.9976  -0.1201  -1.1920
O  0.0560  -1.7282  1.8676
O  1.0896  -0.7822  -1.5777
H  2.4049  0.0791  1.1291
H  2.4934  0.5638  -0.4484
H  -1.5636  1.5469  -0.1001
H  -1.9752  -0.0124  0.6634
H  -2.8633  0.5215  -0.7834

Atoms 1-6, force components in eV/Å:
C -0.1 0.2 0.3
C -1.0 -1.6 2.7
C 3.0 3.4 -1.6
N -0.2 -0.5 -0.2
O -1.2 -0.7 -1.3
O 0.0 -0.8 0.8